(1)
The following is a DFT calculation (wB97M-V/def2-TZVPD) of a gas-phase ion, C26H47N4 (charge +1) in a non-equilibrium geometry.

```
77
Properties=species:S:1:pos:R:3:mulliken_charge:R:1
C 0.0029 0.2302 -0.9228 0.59
C -0.4324 -0.6166 -0.2018 -1.12
N -1.0346 -1.6700 0.5173 0.52
C -1.2242 -1.7292 1.9262 0.42
C -0.8553 -0.7212 3.0429 -0.82
C 0.6683 -0.3563 3.1111 0.51
C 1.1563 0.3339 4.4607 -1.25
N 1.4962 -0.5577 2.1535 -0.49
N -1.8739 -2.8823 2.1760 -0.98
N -2.0977 -3.5343 1.0164 0.93
C -2.8346 -4.8116 1.0245 -0.84
C -4.3318 -4.5460 0.4729 -0.47
C -4.7871 -3.0333 0.5773 0.09
C -6.3556 -2.8144 0.5059 -1.23
C -1.5831 -2.8120 -0.0432 0.16
C -1.7434 -3.3342 -1.4969 -0.47
C -0.8181 -2.6668 -2.5847 -1.21
C 0.7250 -2.9673 -2.4300 -0.39
C 1.4764 -2.0104 -3.4732 -0.69
C 2.9964 -1.7497 -3.1000 -0.93
C 3.0610 -0.4431 -2.2031 0.37
C 4.5044 0.1701 -2.0556 -0.88
C 4.5613 1.4688 -1.0867 -0.76
C 3.1205 1.8850 -0.5755 0.61
C 3.1198 3.2054 0.3244 -0.91
C 1.6382 3.8057 0.2079 0.12
C 1.2134 4.6994 1.4545 -0.64
C 0.6729 6.1146 1.0057 -0.74
C -0.7379 6.0894 0.2515 -0.45
C -1.5482 4.7353 0.3834 -0.77
H 0.3259 1.1575 -1.4372 0.48
H -1.1369 -1.1467 4.0528 0.33
H -1.4177 0.2510 2.8726 0.35
H 2.2764 0.4027 4.5086 0.42
H 0.7167 -0.2676 5.3119 0.33
H 0.6678 1.3539 4.5356 0.27
H 2.4057 -0.1973 2.4832 0.21
H -2.3642 -5.6184 0.4047 0.27
H -2.9759 -5.1306 2.0997 0.37
H -4.3398 -4.8103 -0.6287 0.25
H -5.0865 -5.1733 1.0241 0.43
H -4.3486 -2.4603 -0.3003 0.06
H -4.4311 -2.5420 1.5352 0.16
H -6.5165 -1.7715 0.0874 0.35
H -6.8922 -3.5319 -0.1692 0.33
H -6.8194 -2.7816 1.5378 0.30
H -1.5521 -4.4524 -1.4986 0.37
H -2.8327 -3.2165 -1.7850 0.30
H -1.1361 -3.0902 -3.5886 0.47
H -1.0467 -1.5654 -2.5974 0.35
H 0.9689 -4.0163 -2.7860 0.33
H 1.0782 -2.7736 -1.3763 0.31
H 1.4311 -2.4205 -4.5283 0.47
H 0.9458 -1.0067 -3.5318 0.32
H 3.5528 -1.5255 -4.0641 0.38
H 3.4532 -2.6542 -2.6155 0.37
H 2.6313 -0.7355 -1.1939 -0.13
H 2.4203 0.3379 -2.7112 0.18
H 4.8964 0.5300 -3.0517 0.27
H 5.2541 -0.5706 -1.6417 0.27
H 5.0502 2.3410 -1.6061 0.32
H 5.2184 1.2201 -0.1990 0.24
H 2.5121 2.1401 -1.4921 0.09
H 2.6435 1.0792 0.0457 -0.37
H 3.3850 2.9779 1.3928 0.40
H 3.8206 3.9833 -0.0894 0.30
H 1.4933 4.3469 -0.7793 0.32
H 0.9483 2.9118 0.1926 -0.25
H 2.1419 4.8499 2.0895 0.44
H 0.4851 4.1064 2.0797 0.16
H 0.5737 6.8086 1.8893 0.34
H 1.4251 6.5232 0.2650 0.27
H -1.3753 6.9007 0.7254 0.32
H -0.5932 6.3954 -0.8194 0.30
H -2.5915 4.9230 -0.0004 0.38
H -1.0613 3.9777 -0.2959 0.06
H -1.5666 4.3495 1.4404 0.22
```

The SMILES is [H]/N=C(\C)Cc1n[n+](CCCC)c(CCCCCCCCCCCCCCC)n1C#C. The calculation puts the total energy at -1237.49426 Eh. The net charge is +1. Its orbital gap is 9.15 eV. Its LUMO energy is -2.981 eV.

(2)
The following is a DFT calculation (wB97M-V/def2-TZVPD) of a molecular structure, C4H3N3O in a non-equilibrium geometry.

```
11
Properties=species:S:1:pos:R:3:nbo_charge:R:1
C -1.2078 1.4329 -0.6800 -0.07
C -1.4473 0.8176 0.5521 -0.14
C 1.3105 -1.3319 0.4917 0.36
C 0.3106 0.0654 -0.6650 0.42
H -1.7735 2.2462 -1.0726 0.21
H -2.2380 0.8997 1.3450 0.25
H 1.8333 -2.1831 0.9132 0.20
N -0.3908 -0.0791 0.5340 -0.08
N 1.4769 -0.6919 -0.5629 -0.43
N -0.1985 0.9068 -1.4036 -0.45
O 0.2711 -0.9772 1.3310 -0.27
```

The calculation puts the total energy at -393.63620 Eh. Its orbital gap is 9.79 eV. Its LUMO energy is 0.830 eV.

(3)
The following is a DFT calculation (wB97M-V/def2-TZVPD) of a molecular structure, C8H18I2NO2P2Pr in a non-equilibrium geometry.

```
34
Properties=species:S:1:pos:R:3:lowdin_spin:R:1
I -1.1578 4.5106 -1.8114 0.00
I 1.4780 3.7950 -2.1208 0.00
Pr -0.5411 0.3445 0.1184 2.06
P 1.0586 0.9988 2.1795 -0.01
C 2.8130 0.8064 2.3816 0.00
C 0.5901 2.8147 2.1854 0.00
H 0.8997 3.2134 3.1557 0.00
H 0.4562 0.7461 4.5585 0.00
H -0.5064 2.9522 2.0444 0.00
H -0.9668 0.3382 3.4978 0.00
H 3.3139 1.2574 1.5061 0.00
H 1.0610 3.3226 1.3248 0.00
C 0.1374 0.2520 3.6286 0.00
H 3.1415 1.2669 3.3304 0.00
H 0.3399 -0.8329 3.6378 0.00
H 3.0337 -0.2763 2.3501 0.00
P -1.1540 -0.9799 -2.1406 -0.01
C -0.1042 -1.8035 -3.3135 0.00
C -2.5204 -2.1184 -1.5550 0.00
H -2.6837 1.0087 -2.2212 0.00
H -2.6400 0.0509 -3.7621 0.00
H -1.3032 1.2164 -3.2803 0.00
C -2.0392 0.4624 -2.9470 0.00
H -3.1651 -1.6212 -0.7927 0.00
H -3.1204 -2.4408 -2.4187 0.00
H -0.7003 -2.1692 -4.1686 0.00
H 0.4050 -2.6269 -2.7808 0.00
H -2.0522 -2.9664 -1.0260 0.00
H 0.6839 -1.0965 -3.6301 0.00
C 1.8759 -0.4727 -0.7429 0.00
O 2.8430 -1.1014 -0.9500 0.00
O 0.3752 -4.0550 1.6542 0.00
C 0.1799 -2.9538 1.2532 0.00
N -0.0310 -1.8420 0.8553 -0.01
```

As for the multiplicity: 3. The calculation puts the total energy at -2315.42275 Eh. The net charge is +2. Its orbital gap is 7.57 eV. Its LUMO energy is -7.904 eV.